Density functional theory data (the ωB97M-V functional and the def2-TZVPD basis) for a 2-piece molecular cluster, C2H10N2O2 overall.

Computed properties:
Energy relative to the best compared isomer or geometry (same formula, charge and spin)   102.3 kJ/mol
Gap between HOMO and LUMO   10.5 eV
Charge   0
HOMO level   -9.879 eV
SMILES   NCO.NCO

Cartesian coordinates (Å):
1 O 2.69 -0.79 2.70
2 O -0.70 1.07 -2.18
3 N 1.21 -0.80 0.87
4 N -2.52 0.64 -0.58
5 C 2.37 -0.20 1.43
6 C -1.92 0.33 -1.84
7 H 2.30 0.86 1.66
8 H -2.57 0.65 -2.65
9 H -2.28 -0.01 0.15
10 H -1.66 -0.72 -1.99
11 H -3.51 0.59 -0.70
12 H 3.25 -0.30 0.79
13 H 2.25 -1.65 2.61
14 H 0.42 -0.30 1.24
15 H -0.51 1.55 -1.39
16 H 1.16 -0.94 -0.13

=====

Density functional theory data (the ωB97M-V functional and the def2-TZVPD basis) for C34H57N3O2SiTi as an isolated structure.

Computed properties:
2S+1   2
Energy relative to the best compared isomer or geometry (same formula, charge and spin)   4.9 kJ/mol
Gap between HOMO and LUMO (alpha / beta)   7.0 / 8.8 eV
Charge   +1
HOMO level (alpha / beta)   -8.936 / -10.751 eV

Cartesian coordinates (Å):
1 Ti -0.02 1.62 1.72
2 Si 2.02 2.26 -0.60
3 O 1.53 -3.30 -1.90
4 O 0.84 -2.11 -3.74
5 N -0.66 0.02 2.70
6 N -1.83 2.39 1.65
7 N 1.72 3.47 3.79
8 C 3.47 1.08 -0.61
9 C 2.43 -2.58 -0.99
10 C -2.32 1.42 3.77
11 C 0.73 -3.92 2.79
12 C -0.37 -4.74 -2.25
13 C 0.06 -0.92 -3.35
14 C -0.61 -3.66 2.47
15 C -1.20 5.18 1.36
16 C -1.06 -2.34 2.33
17 C -2.67 2.22 2.67
18 C 1.08 2.83 3.03
19 C -3.95 2.97 2.61
20 C -2.49 -2.04 2.01
21 C 2.01 -1.82 -4.61
22 C -1.32 -1.34 -2.93
23 C 1.87 -2.61 -5.88
24 C 2.20 -0.41 2.90
25 C -3.29 0.92 -0.37
26 C 1.22 -1.54 2.79
27 C -2.78 2.31 -0.61
28 C 3.23 -3.54 -0.15
29 C -1.34 -0.54 4.99
30 C -2.77 2.85 -1.89
31 C -1.70 4.36 0.21
32 C 1.66 2.81 -2.37
33 C -0.15 -1.30 2.57
34 C -2.19 4.09 -2.14
35 C -2.17 3.05 0.43
36 C 1.63 -2.87 2.93
37 C -1.43 0.35 3.78
38 C 0.45 1.37 -0.06
39 C 2.49 3.82 0.31
40 C -1.70 4.86 -1.09
41 C 0.45 -4.03 -1.21
42 H -0.32 4.73 1.86
43 H 1.82 -1.91 -0.36
44 H 3.09 -0.77 3.43
45 H 2.90 -2.12 -4.05
46 H -3.79 4.05 2.53
47 H 3.61 -4.38 -0.74
48 H 2.65 -3.92 0.70
49 H -2.16 4.48 -3.16
50 H 1.17 -2.75 -2.84
51 H -1.98 5.33 2.11
52 H -0.43 1.70 -0.66
53 H -1.75 -2.09 -3.60
54 H -1.91 -1.47 4.85
55 H 0.04 -0.26 -4.23
56 H 1.06 -4.95 2.94
57 H -2.58 -1.24 1.25
58 H 0.54 0.26 -0.18
59 H 0.95 -4.70 -0.50
60 H -2.91 1.57 4.68
61 H -0.30 -0.80 5.24
62 H -2.99 -2.93 1.61
63 H 4.40 1.66 -0.64
64 H -1.32 -4.48 2.34
65 H -3.77 0.81 0.61
66 H -0.15 -3.30 -0.64
67 H 3.46 0.43 -1.49
68 H -1.97 -0.46 -2.94
69 H 2.06 -0.74 -4.79
70 H 0.25 -5.39 -2.87
71 H 0.59 -0.40 -2.55
72 H -1.77 -0.01 5.85
73 H 1.74 4.61 0.17
74 H 4.10 -3.00 0.26
75 H 0.69 3.32 -2.43
76 H -4.50 2.77 3.53
77 H -4.57 2.65 1.76
78 H -0.89 -4.01 -2.88
79 H -0.90 6.17 0.98
80 H 2.73 -2.42 -6.52
81 H 2.64 3.69 1.39
82 H 3.51 0.44 0.28
83 H -3.06 -1.72 2.89
84 H -3.23 2.28 -2.70
85 H -1.30 5.86 -1.26
86 H 0.97 -2.31 -6.42
87 H -1.12 -5.37 -1.76
88 H 2.54 -0.06 1.91
89 H -2.50 0.15 -0.45
90 H 1.82 -3.68 -5.67
91 H -1.32 -1.72 -1.90
92 H 2.44 3.52 -2.70
93 H 3.08 -1.97 -1.62
94 H 3.44 4.19 -0.11
95 H -4.03 0.67 -1.14
96 H 1.65 1.96 -3.06
97 H 2.68 -3.06 3.18
98 H 1.82 0.46 3.46

=====

Density functional theory data (the ωB97M-V functional and the def2-TZVPD basis) for C4H4F12KO14S4 as an isolated structure.

Computed properties:
Gap between HOMO and LUMO   7.4 eV
Charge   -3
HOMO level   -1.900 eV

Cartesian coordinates (Å):
1 K 0.41 0.17 -1.26
2 S -1.95 2.00 1.67
3 S -2.08 -2.28 0.49
4 S 2.77 -3.21 -0.98
5 S 3.28 4.76 0.10
6 F 1.62 2.69 -0.50
7 F -0.99 0.82 3.89
8 F 2.97 -0.75 0.07
9 F 3.80 2.23 -0.62
10 F -2.61 -4.88 1.24
11 F -3.93 -4.16 -0.40
12 F 3.32 -2.27 1.54
13 F 2.72 3.37 -2.22
14 F -2.74 2.14 4.22
15 F 1.27 -1.77 0.84
16 F -3.01 0.15 3.46
17 F -1.68 -4.67 -0.74
18 O -1.55 3.44 1.87
19 O 4.22 -3.40 -1.18
20 O -1.60 -2.32 1.86
21 O 2.21 5.71 -0.07
22 O 2.06 -4.41 -0.50
23 O -0.70 -0.59 -3.71
24 O -2.23 0.74 -1.82
25 O 3.38 4.38 1.48
26 O -1.17 -1.90 -0.64
27 O -0.87 1.22 1.05
28 O 1.99 -2.57 -2.07
29 O 4.48 5.18 -0.59
30 O -3.24 1.71 0.90
31 O -3.40 -1.60 0.39
32 C 2.84 3.14 -0.88
33 C -2.65 -4.16 0.13
34 C 2.57 -1.92 0.46
35 C -2.19 1.19 3.44
36 H -0.76 -0.26 -4.61
37 H -2.92 0.48 -1.21
38 H -1.37 -0.10 -3.24
39 H -2.26 1.69 -1.83

=====

Density functional theory data (the ωB97M-V functional and the def2-TZVPD basis) for C37H32AsIrN5O2 as an isolated structure.

Computed properties:
Energy relative to the best compared isomer or geometry (same formula, charge and spin)   0.0 kJ/mol
Gap between HOMO and LUMO   6.8 eV
Charge   +1
HOMO level   -11.109 eV

Cartesian coordinates (Å):
1 Ir -0.24 1.25 0.16
2 As -0.05 -1.19 0.43
3 O -2.14 0.77 -0.41
4 O -2.95 2.86 -0.39
5 N -0.20 3.26 0.13
6 N -1.31 1.86 1.87
7 N -0.72 3.98 0.99
8 N -3.71 0.76 -2.92
9 N 1.34 1.49 -0.88
10 C -3.45 -2.89 3.24
11 C -0.17 -2.20 -1.21
12 C 2.10 -0.19 -2.49
13 C -2.13 -2.90 3.66
14 C -3.02 1.69 -0.72
15 C 2.33 0.56 -1.34
16 C 1.55 -1.76 1.35
17 C 0.71 5.12 -1.24
18 C -1.46 -2.67 -3.20
19 C 3.42 -1.17 2.74
20 C -1.31 -2.00 -2.00
21 C -1.44 -1.96 1.55
22 C 3.55 0.48 -0.69
23 C -0.47 -3.55 -3.63
24 C 0.66 3.79 -0.86
25 C -2.76 -1.95 1.13
26 C 2.32 -0.79 1.99
27 C -2.64 1.71 3.83
28 C 1.62 5.48 -2.22
29 C 2.98 -3.48 2.23
30 C 4.54 -0.37 -1.16
31 C -1.41 3.20 1.94
32 C 3.09 -1.03 -2.97
33 C -1.92 1.13 2.80
34 C 0.82 -3.07 -1.65
35 C 2.46 4.52 -2.77
36 C 0.67 -3.74 -2.85
37 C 4.31 -1.13 -2.31
38 C -3.76 -2.42 1.97
39 C 1.87 -3.10 1.49
40 C 1.49 2.81 -1.40
41 C 3.76 -2.51 2.85
42 C -2.75 3.09 3.90
43 C -2.11 3.85 2.94
44 C 2.41 3.19 -2.37
45 C -4.15 1.13 -1.58
46 C -1.12 -2.43 2.82
47 H -4.57 0.25 -1.09
48 H 3.73 1.09 0.19
49 H 2.05 0.26 1.91
50 H -3.13 1.07 4.55
51 H 1.25 -3.87 1.04
52 H 3.08 2.46 -2.80
53 H -2.34 -2.51 -3.80
54 H 3.23 -4.52 2.33
55 H 4.62 -2.80 3.44
56 H -4.79 -2.41 1.63
57 H 1.15 -0.10 -3.00
58 H 4.02 -0.41 3.24
59 H 2.91 -1.61 -3.87
60 H -2.87 0.19 -2.90
61 H -1.83 0.06 2.71
62 H -0.58 -4.08 -4.57
63 H 1.44 -4.42 -3.19
64 H 5.08 -1.78 -2.69
65 H -4.23 -3.26 3.89
66 H -2.13 4.93 2.93
67 H 0.03 5.84 -0.79
68 H -4.93 1.88 -1.66
69 H -3.03 -1.56 0.16
70 H -3.49 1.59 -3.46
71 H -1.88 -3.27 4.65
72 H 5.48 -0.45 -0.65
73 H -2.07 -1.31 -1.67
74 H 1.73 -3.20 -1.08
75 H 1.68 6.51 -2.55
76 H 3.17 4.81 -3.53
77 H -3.31 3.56 4.69
78 H -0.10 -2.44 3.17

=====

Density functional theory data (the ωB97M-V functional and the def2-TZVPD basis) for one molecule with the formula C4H10N2O2.

Computed properties:
Energy relative to the best compared isomer or geometry (same formula, charge and spin)   855.1 kJ/mol
Gap between HOMO and LUMO   4.8 eV
Charge   0
HOMO level   -8.880 eV

Cartesian coordinates (Å):
1 O 1.76 -1.76 0.48
2 O -2.35 0.68 0.38
3 N -0.01 -1.16 -0.83
4 N -0.04 1.88 1.39
5 C -0.10 0.22 -0.41
6 C 1.34 -1.83 -0.76
7 C 0.40 0.52 1.07
8 C -1.57 0.61 -0.66
9 H -1.04 2.00 1.31
10 H 1.19 -2.86 -1.14
11 H 0.70 0.67 -1.03
12 H -0.71 -1.70 -0.32
13 H 1.45 0.65 0.84
14 H 0.26 2.24 2.29
15 H 1.90 -1.29 -1.54
16 H -1.95 -0.05 -1.49
17 H 0.26 -0.38 1.66
18 H -1.49 1.56 -1.26

=====

no.,largest force on an atom (eV/A)
1,1.80
2,4.26
3,3.49
4,0.12
5,3.60